ORCA calculation (wB97M-V/def2-TZVPD) on a cluster of 5 separate species, C24H30IN2O14P in total in a non-equilibrium geometry.

Each line ends with the Löwdin charge.
CARTESIAN COORDINATES (ANGSTROEM)
C 3.009 0.744 -0.233  -0.097
C 2.690 1.868 -1.243  -0.223
C 2.752 3.294 -0.660  -0.163
C 1.467 4.088 -0.787  -0.173
O 0.562 3.921 0.323  -0.023
C -0.329 2.916 0.136  -0.340
C -0.121 1.735 0.897  -0.030
N -0.891 0.701 0.797  0.133
C -1.923 0.802 -0.094  -0.242
C -2.795 -0.305 -0.287  -0.381
P -2.546 -1.871 0.651  0.563
O -0.930 -2.152 0.638  -0.443
I -3.283 -3.634 -0.915  0.464
C -3.875 -0.185 -1.144  -0.135
C -4.115 1.020 -1.833  -0.057
C -3.258 2.085 -1.662  -0.004
C -2.143 1.999 -0.799  -0.198
N -1.319 3.084 -0.675  0.232
H 3.813 0.102 -0.580  0.071
H 2.151 0.095 -0.070  0.047
H 3.288 1.131 0.742  0.070
H 3.374 1.773 -2.075  0.097
H 1.679 1.688 -1.608  0.093
H 3.109 3.295 0.366  0.115
H 3.495 3.844 -1.235  0.097
H 0.975 3.816 -1.720  0.104
H 1.698 5.146 -0.854  0.126
H 0.710 1.703 1.586  0.131
H -0.613 -2.244 -0.271  0.038
H -4.555 -1.009 -1.294  0.046
H -4.962 1.124 -2.489  0.106
H -3.432 3.011 -2.187  0.112
C -1.320 -7.083 0.811  -0.117
C -0.421 -5.888 0.580  -0.152
O 0.884 -6.451 0.744  0.034
C 0.807 -7.786 0.496  -0.565
O 1.740 -8.506 0.386  0.179
O -0.489 -8.171 0.394  0.064
H -2.234 -7.053 0.223  0.122
H -1.576 -7.218 1.863  0.136
H -0.510 -5.489 -0.432  0.103
H -0.582 -5.084 1.296  0.120
C 1.337 3.863 -4.996  -0.115
C 1.898 4.864 -5.986  -0.113
O 2.908 5.520 -5.214  0.066
C 3.292 4.688 -4.218  -0.566
O 4.220 4.867 -3.502  0.170
O 2.462 3.617 -4.145  0.040
H 1.004 2.938 -5.459  0.133
H 0.525 4.278 -4.395  0.130
H 2.368 4.384 -6.845  0.134
H 1.162 5.584 -6.335  0.133
C 1.925 -2.579 2.103  -0.126
C 2.652 -3.896 2.287  -0.105
O 3.996 -3.549 1.936  0.067
C 4.156 -2.216 2.117  -0.574
O 5.193 -1.644 2.068  0.166
O 2.959 -1.624 2.356  0.046
H 1.100 -2.437 2.796  0.131
H 1.561 -2.442 1.085  0.109
H 2.637 -4.241 3.322  0.136
H 2.285 -4.690 1.641  0.114
C -3.348 1.641 4.574  -0.114
C -3.663 1.039 3.221  -0.129
O -4.474 -0.086 3.567  0.046
C -5.036 0.152 4.779  -0.570
O -5.888 -0.509 5.270  0.172
O -4.486 1.254 5.349  0.060
H -3.253 2.724 4.553  0.132
H -2.451 1.210 5.024  0.134
H -4.247 1.713 2.589  0.137
H -2.776 0.719 2.680  0.099

As for the structure (SMILES): CCCCOc1cnc2c(P(O)I)cccc2n1.O=C1OCCO1.O=C1OCCO1.O=C1OCCO1.O=C1OCCO1. The value obtained for the orbital gap is 8.3 eV. The value obtained for the highest occupied orbital energy is -9.34 eV. For the energy, the calculation gives -2734.524426 Ha. For the LUMO energy, the calculation gives -1.1 eV.